Entry from the Open Molecules 2025 dataset: a molecular structure, C22H46N4O9P4S (ωB97M-V/def2-TZVPD).

Each line ends with the Löwdin charge.
Element x y z (Å)
S: 4.26 -1.93 2.04  0.979
P: -0.10 -5.59 5.72  0.715
P: -3.79 6.07 -5.17  0.703
P: -2.02 0.45 0.06  0.705
P: 5.66 -5.24 5.59  0.946
O: -1.75 1.24 1.33  -0.215
O: -3.15 7.35 -5.69  -0.215
O: -2.88 5.01 -6.05  -0.232
O: -5.14 6.18 -6.12  -0.261
O: -0.51 -0.18 -0.14  -0.231
O: -1.94 1.76 -0.95  -0.262
O: -4.52 4.78 -4.36  -0.254
O: -2.57 -0.46 -1.24  -0.249
O: 0.11 -3.40 3.35  -0.003
N: 5.00 -2.96 3.14  -0.251
N: -1.26 -4.52 5.89  -0.334
N: 2.65 -2.27 2.28  -0.236
N: 2.81 -6.24 6.45  0.031
C: -5.62 7.44 -6.58  -0.288
C: -0.90 -0.12 -3.05  -0.076
C: 6.02 -4.01 6.98  -0.395
C: -0.12 -1.27 0.69  -0.299
C: 2.82 -5.26 5.42  -0.287
C: 4.05 -4.68 4.86  -0.269
C: -2.25 3.07 -0.49  -0.287
C: -2.35 -0.14 -2.62  -0.277
C: -0.80 -2.56 0.25  -0.075
C: -1.53 3.86 -4.39  -0.080
C: 2.59 -3.24 3.27  -0.223
C: 7.04 -5.30 4.33  -0.422
C: 1.33 -3.84 3.85  -0.218
C: 6.38 -2.61 6.29  -0.178
C: -1.55 4.74 -5.62  -0.285
C: -5.17 7.70 -8.00  -0.075
C: -0.97 3.83 -0.16  -0.070
C: 1.42 -4.82 4.91  -0.180
C: 3.98 -3.64 3.76  -0.318
C: 8.48 -5.13 5.01  -0.164
C: -5.55 3.96 -4.91  -0.277
C: -5.17 3.17 -6.14  -0.075
H: -0.40 4.01 -1.08  0.068
H: -6.72 7.40 -6.55  0.116
H: -2.13 2.96 -4.54  0.071
H: 0.96 -1.38 0.60  0.090
H: -5.43 8.71 -8.32  0.077
H: -2.11 -4.82 5.41  -0.044
H: -5.01 3.81 -7.00  0.070
H: -2.85 0.80 -2.87  0.104
H: -2.93 3.05 0.37  0.106
H: -1.88 -2.51 0.42  0.074
H: -1.04 4.23 -6.44  0.120
H: 6.81 -1.89 7.04  0.066
H: 9.22 -4.73 4.26  0.077
H: 8.47 -4.44 5.89  0.045
H: -1.20 4.79 0.30  0.078
H: -1.95 4.39 -3.52  0.060
H: 2.41 -7.13 6.14  0.091
H: -5.97 2.47 -6.40  0.083
H: 8.83 -6.14 5.39  0.072
H: 5.04 -3.84 7.51  0.076
H: -0.39 -1.04 -2.76  0.072
H: -4.09 7.57 -8.11  0.074
H: -6.45 4.55 -5.07  0.112
H: -4.25 2.61 -5.97  0.071
H: 0.34 -6.05 7.00  0.003
H: -0.41 -3.41 0.81  0.064
H: -0.65 -2.74 -0.82  0.075
H: -0.51 3.57 -4.14  0.082
H: -2.78 3.59 -1.29  0.106
H: 6.82 -4.37 7.68  0.067
H: -0.35 0.71 -2.59  0.067
H: -5.63 6.99 -8.68  0.075
H: -2.86 -0.92 -3.19  0.120
H: -0.33 3.26 0.51  0.075
H: 3.73 -6.36 6.89  0.038
H: -1.02 5.68 -5.43  0.110
H: -5.33 8.25 -5.90  0.104
H: 6.92 -4.57 3.48  0.050
H: -0.35 -1.06 1.74  0.097
H: -0.53 -6.74 4.96  0.006
H: 7.09 -2.75 5.42  0.053
H: 5.45 -2.15 5.84  0.062
H: 0.08 -2.45 3.62  0.127
H: -0.83 -0.01 -4.13  0.081
H: 7.03 -6.34 3.89  0.069
H: -5.80 3.25 -4.11  0.119

frontier orbital gap: 6.55 eV


Entry from the Open Molecules 2025 dataset: 3 unconnected molecules or ions with the total composition C22H46NO11P2S (ωB97M-V/def2-TZVPD).

Each line ends with the Löwdin charge.
Element x y z (Å)
S: -4.38 1.35 -1.83  0.583
P: 7.45 -1.27 1.29  0.410
P: -7.36 -3.69 -0.03  0.403
O: 7.86 -0.61 -0.11  -0.200
O: -4.47 2.38 -2.95  -0.442
O: 8.07 -2.75 1.19  -0.225
O: -3.71 1.91 -0.57  -0.449
O: -7.88 -2.91 1.27  -0.230
O: 6.01 -1.21 1.60  -0.232
O: -8.19 -3.05 -1.25  -0.233
O: 8.41 -0.49 2.32  -0.223
O: -5.89 -3.71 -0.21  -0.233
O: -8.03 -5.13 0.14  -0.209
O: -5.94 0.98 -1.38  -0.523
N: 2.17 0.00 0.18  -0.119
C: -8.17 -1.52 1.19  -0.093
C: -0.89 3.06 -1.53  -0.203
C: -2.30 0.14 -3.46  -0.217
C: 0.83 2.18 2.31  -0.200
C: 2.37 1.78 2.07  -0.173
C: 2.21 -2.40 -0.53  -0.098
C: 3.04 -1.12 -0.22  -0.079
C: 0.70 -2.05 -0.27  -0.069
C: -7.58 -2.02 -2.03  -0.104
C: 1.21 4.60 1.11  -0.214
C: 9.23 -0.31 -0.34  -0.110
C: 0.84 -0.57 0.13  -0.111
C: 2.66 1.35 0.55  -0.159
C: -3.45 -0.18 -2.36  -0.256
C: 7.50 -3.78 1.98  -0.109
C: -0.64 2.19 -2.88  -0.184
C: -9.36 -5.19 0.65  -0.120
C: 0.29 4.16 -1.40  -0.220
C: -0.96 0.61 -2.68  -0.196
C: 0.53 3.76 2.31  -0.205
C: 8.93 -1.16 3.44  -0.106
C: 0.19 5.06 -0.05  -0.206
H: 7.37 -4.67 1.36  0.092
H: -2.72 0.97 -4.15  0.097
H: 0.13 4.88 -2.30  0.111
H: 9.39 -0.20 -1.41  0.092
H: 0.56 1.79 3.37  0.111
H: -1.18 0.45 -1.56  0.069
H: 2.71 0.93 2.76  0.116
H: -0.14 -0.03 0.35  0.091
H: 6.53 -3.50 2.39  0.087
H: -7.32 -0.97 0.77  0.097
H: 8.13 -1.65 4.01  0.093
H: 8.18 -4.01 2.80  0.082
H: -6.50 -1.95 -1.85  0.070
H: 3.81 1.31 0.43  0.130
H: 9.43 -0.44 4.08  0.092
H: 0.10 1.67 1.59  0.086
H: 9.88 -1.11 0.03  0.086
H: -8.38 -1.15 2.20  0.089
H: -4.19 -0.92 -2.82  0.090
H: -1.31 2.57 -3.71  0.103
H: 0.79 4.26 3.33  0.105
H: 1.33 3.70 -1.56  0.091
H: 0.54 6.12 -0.37  0.098
H: -3.03 -0.67 -1.41  0.103
H: -9.33 -5.09 1.74  0.085
H: 9.48 0.63 0.15  0.088
H: -7.75 -2.23 -3.08  0.088
H: 4.17 -1.08 -0.33  0.083
H: -1.89 3.60 -1.70  0.114
H: -9.79 -6.17 0.41  0.086
H: 2.11 4.10 0.62  0.084
H: -0.08 -0.03 -3.03  0.102
H: -0.24 -2.71 -0.35  0.090
H: -2.12 -0.77 -4.14  0.102
H: -9.99 -4.41 0.23  0.086
H: -8.04 -1.07 -1.78  0.083
H: -1.00 2.43 -0.58  0.092
H: 9.66 -1.90 3.12  0.089
H: 2.29 2.12 -0.22  0.106
H: 0.47 2.31 -3.18  0.097
H: 2.56 -3.43 -0.88  0.066
H: -0.88 5.19 0.33  0.115
H: -9.06 -1.37 0.58  0.088
H: 1.60 5.58 1.59  0.102
H: 3.07 2.68 2.30  0.116
H: -0.62 3.89 2.21  0.113

frontier orbital gap: 6.47 eV
net charge: -1


Entry from the Open Molecules 2025 dataset: 15 unconnected molecules or ions with the total composition C22H47BrCl30N4O4P (ωB97M-V/def2-TZVPD).

Each line ends with the Löwdin charge.
Element x y z (Å)
Br: -1.44 -1.43 -4.58  0.792
Cl: -1.26 2.74 -7.04  0.531
Cl: -6.25 2.08 4.66  0.505
Cl: -5.98 2.28 -7.27  0.483
Cl: 6.17 -7.68 1.03  0.517
Cl: -1.58 2.66 -4.13  0.532
Cl: -2.65 3.38 3.88  0.496
Cl: -3.36 0.14 -10.30  0.483
Cl: 6.84 -0.02 5.39  0.551
Cl: 0.40 1.13 8.75  0.536
Cl: 5.37 0.68 -2.76  0.522
Cl: -5.69 4.52 3.14  0.472
Cl: -5.53 1.83 -11.32  0.545
Cl: -4.00 -0.68 -7.26  0.493
Cl: -5.04 9.56 4.67  0.512
Cl: 0.32 4.85 10.18  0.527
Cl: 4.98 2.00 4.35  0.586
Cl: 3.09 -4.30 -1.34  0.610
Cl: -6.98 7.39 4.99  0.507
Cl: 8.45 -9.42 0.46  0.526
Cl: 5.63 -1.13 1.69  0.540
Cl: 0.47 5.11 7.27  0.516
Cl: -4.08 -3.17 -8.80  0.528
Cl: -8.60 1.61 -8.37  0.526
Cl: -0.98 1.71 5.60  0.503
Cl: 6.45 -2.02 -2.47  0.545
Cl: 5.46 -5.82 -2.11  0.553
Cl: 1.58 -0.25 11.04  0.526
Cl: -1.89 -6.04 1.60  0.488
Cl: 2.84 -1.23 2.45  0.764
Cl: -0.24 -7.50 3.52  0.521
P: 0.88 -2.08 1.09  0.388
O: -0.60 -2.49 0.56  -0.128
O: 0.65 -0.69 2.07  -0.308
O: 1.06 2.95 0.95  0.102
O: 1.46 -3.15 1.89  -0.345
N: 0.58 -0.84 -2.13  0.072
N: -0.99 3.88 0.73  0.114
N: 1.96 -1.61 -0.15  -0.033
N: 1.79 0.58 -0.76  0.185
C: -0.02 2.27 -1.07  -0.099
C: -3.91 -2.45 -7.19  -1.014
C: 0.95 -1.99 -2.97  -0.228
C: -6.58 3.81 4.49  -1.031
C: 1.44 -0.63 -1.04  -0.323
C: -0.34 4.31 8.63  -1.040
C: -2.12 2.00 -5.69  -1.050
C: 6.56 1.70 5.11  -0.955
C: -3.80 1.71 -10.99  -0.993
C: 4.46 -0.72 2.96  -0.964
C: 6.96 -8.71 -0.18  -1.028
C: -1.11 -3.47 -2.49  -0.122
C: 4.59 -5.08 -0.77  -0.972
C: -0.32 -2.67 -3.57  -0.698
C: 5.25 -0.86 -1.90  -1.068
C: 0.08 3.05 0.26  -0.470
C: -0.25 -6.31 2.22  -1.038
C: -1.00 3.02 4.41  -1.008
C: -6.95 1.05 -8.11  -1.064
C: -5.98 8.30 3.85  -1.032
C: 1.38 1.77 -1.51  -0.117
C: 1.44 1.29 10.18  -1.002
H: 7.21 -8.11 -1.04  0.001
H: 4.47 0.36 3.13  -0.102
H: -3.18 2.20 -5.80  0.003
H: 1.57 -1.70 -3.83  0.131
H: -7.64 3.95 4.32  0.028
H: 6.59 2.22 6.06  0.031
H: 1.01 2.03 10.85  0.003
H: -6.63 8.77 3.12  0.028
H: -1.40 4.55 8.60  0.033
H: 2.40 -2.41 -0.62  -0.017
H: -1.29 4.55 0.02  0.094
H: -0.42 2.71 3.55  0.004
H: -0.13 -0.89 2.61  0.085
H: 0.04 -3.43 -4.28  0.096
H: 4.33 -5.84 -0.04  -0.005
H: 5.41 -0.68 -0.84  -0.053
H: 7.33 2.08 4.45  0.033
H: -2.95 -2.73 -6.78  -0.023
H: 4.26 -1.27 -2.07  -0.011
H: -0.19 3.24 8.54  -0.106
H: -0.72 1.43 -0.97  0.122
H: 2.43 1.60 9.86  0.033
H: -3.52 2.49 -10.30  0.023
H: 0.37 -6.67 1.40  0.023
H: -5.30 7.62 3.36  0.002
H: 1.47 -2.80 -2.43  0.036
H: -6.50 0.84 -9.07  -0.045
H: 4.73 -1.23 3.88  0.008
H: -0.41 -3.75 -1.68  0.063
H: -4.71 -2.82 -6.56  0.031
H: -1.23 -2.16 1.22  0.093
H: 2.39 0.71 0.06  0.174
H: -0.34 2.99 -1.83  0.069
H: -6.28 4.32 5.41  0.016
H: -6.98 0.15 -7.50  0.010
H: 1.44 1.63 -2.59  0.134
H: 5.23 -4.33 -0.30  0.029
H: -0.40 -0.85 -1.85  0.128
H: 0.14 -5.37 2.59  0.000
H: -0.57 3.91 4.85  -0.010
H: -3.26 1.84 -11.93  0.027
H: -1.45 -4.43 -2.91  0.089
H: 2.10 2.57 -1.24  0.139
H: 6.28 -9.51 -0.45  0.030
H: -1.99 -2.93 -2.11  0.071
H: -1.93 0.94 -5.69  -0.088
H: -1.77 3.31 1.05  0.068

frontier orbital gap: 8.21 eV
net charge: +1